Entry 1:
{
  "formula": "C11H18INO8",
  "method": "ωB97M-V/def2-TZVPD",
  "e_tot_ha": -1384.28604,
  "smiles": "C[C@H](I)CC(=O)OCN.O=C1OCCO1.O=C1OCCO1",
  "charge": 0,
  "homo_lumo_gap_ev": 9.05,
  "species": ["C", "C", "I", "C", "C", "O", "O", "C", "N", "H", "H", "H", "H", "H", "H", "H", "H", "H", "H", "O", "C", "O", "C", "C", "O", "H", "H", "H", "H", "O", "C", "O", "C", "C", "O", "H", "H", "H", "H"],
  "xyz": [[-2.233, 5.029, 2.588], [-1.240, 4.046, 3.383], [-0.961, 4.597, 5.493], [0.239, 3.952, 2.744], [0.697, 2.403, 2.889], [0.598, 1.836, 4.007], [1.236, 1.796, 1.720], [0.299, 0.882, 1.098], [-1.111, 1.370, 1.038], [-3.254, 4.522, 2.557], [-1.849, 5.104, 1.504], [-2.278, 6.033, 3.122], [-1.675, 2.979, 3.318], [0.996, 4.658, 3.230], [0.195, 4.208, 1.622], [0.290, -0.121, 1.646], [0.660, 0.741, 0.010], [-1.297, 1.530, 0.028], [-1.692, 0.524, 1.246], [-2.290, -1.587, 1.424], [-1.678, -2.431, 0.825], [-2.069, -3.728, 0.715], [-1.218, -4.343, -0.244], [0.008, -3.483, -0.207], [-0.505, -2.211, 0.170], [-1.009, -5.378, 0.029], [-1.712, -4.326, -1.219], [0.727, -3.812, 0.548], [0.509, -3.429, -1.174], [1.311, -4.609, -3.821], [1.691, -3.505, -4.085], [1.765, -2.483, -3.188], [2.468, -1.422, -3.820], [2.253, -1.696, -5.278], [2.104, -3.109, -5.319], [2.067, -0.454, -3.514], [3.522, -1.476, -3.534], [1.340, -1.233, -5.662], [3.097, -1.377, -5.891]]
}

Entry 2:
{
  "formula": "C40H35ClN7O7PbS",
  "method": "ωB97M-V/def2-TZVPD",
  "e_tot_ha": -3506.63828,
  "charge": -1,
  "relative_energy_kj_mol": 0.0,
  "homo_lumo_gap_ev": 6.36,
  "species": ["Pb", "Cl", "C", "C", "C", "C", "O", "C", "C", "O", "C", "H", "H", "H", "H", "C", "C", "C", "C", "C", "C", "C", "S", "O", "O", "N", "C", "C", "O", "O", "H", "H", "H", "H", "H", "H", "H", "H", "H", "C", "C", "C", "C", "C", "N", "C", "O", "N", "C", "C", "C", "C", "N", "C", "C", "C", "H", "H", "H", "H", "H", "H", "H", "H", "H", "H", "H", "H", "H", "C", "C", "N", "C", "C", "C", "C", "C", "C", "C", "C", "N", "C", "N", "H", "H", "H", "H", "H", "H", "H", "H", "H"],
  "xyz": [[-2.216, 1.449, -1.278], [0.547, 4.408, 6.049], [0.253, 3.566, 4.549], [1.301, 2.823, 3.977], [1.141, 2.156, 2.816], [-0.117, 2.171, 2.086], [-0.243, 1.449, 1.060], [-1.139, 3.046, 2.640], [-2.401, 3.345, 1.981], [-2.735, 3.047, 0.848], [-0.944, 3.682, 3.875], [2.264, 2.803, 4.456], [1.934, 1.550, 2.388], [-3.119, 3.913, 2.597], [-1.722, 4.363, 4.242], [3.495, 3.309, -2.010], [2.056, 3.742, -2.180], [1.200, 3.869, -1.096], [-0.150, 4.124, -1.292], [-0.622, 4.334, -2.555], [0.230, 4.313, -3.656], [1.571, 3.988, -3.471], [-2.360, 4.563, -2.878], [-2.857, 5.405, -1.825], [-2.461, 5.096, -4.222], [-2.914, 3.085, -2.769], [-3.746, 2.607, -3.883], [-4.078, 1.096, -3.758], [-4.634, 0.510, -4.675], [-3.694, 0.569, -2.644], [3.925, 3.910, -1.203], [4.083, 3.480, -2.908], [3.556, 2.250, -1.665], [1.555, 3.684, -0.069], [-0.824, 4.180, -0.409], [-0.174, 4.568, -4.652], [2.233, 3.948, -4.311], [-3.315, 2.768, -4.872], [-4.727, 3.066, -3.890], [4.373, -5.346, 2.058], [2.943, -5.075, 2.497], [2.710, -4.330, 3.647], [1.434, -4.189, 4.123], [0.328, -4.786, 3.469], [-0.962, -4.830, 4.080], [-2.040, -4.045, 3.801], [-3.068, -4.145, 4.481], [-1.935, -3.178, 2.734], [-2.979, -2.327, 2.291], [-4.321, -2.699, 2.389], [-5.263, -1.859, 1.805], [-4.854, -0.700, 1.181], [-3.575, -0.354, 1.106], [-2.650, -1.124, 1.641], [0.556, -5.439, 2.287], [1.852, -5.533, 1.784], [5.067, -4.643, 2.481], [4.471, -5.334, 0.978], [4.667, -6.362, 2.396], [3.518, -3.903, 4.233], [1.286, -3.594, 5.022], [-1.046, -5.259, 4.995], [-1.018, -3.036, 2.261], [-4.637, -3.585, 2.871], [-6.291, -2.215, 1.827], [-5.529, -0.006, 0.706], [-1.610, -0.805, 1.587], [-0.291, -5.882, 1.783], [1.970, -6.029, 0.858], [0.726, 0.657, -5.576], [-0.305, 1.042, -4.710], [-0.196, 0.939, -3.397], [0.927, 0.412, -2.869], [1.985, -0.065, -3.630], [1.888, 0.078, -5.017], [3.226, -0.655, -3.090], [3.461, -1.228, -1.904], [2.431, -1.633, -0.918], [2.559, -1.338, 0.441], [1.509, -1.676, 1.266], [0.476, -2.363, 0.801], [0.449, -2.631, -0.505], [1.348, -2.258, -1.395], [0.668, 0.815, -6.622], [-1.247, 1.421, -5.098], [0.986, 0.427, -1.774], [2.698, -0.237, -5.665], [4.114, -0.476, -3.718], [4.494, -1.424, -1.628], [3.435, -0.817, 0.817], [1.498, -1.433, 2.325], [-0.389, -3.180, -0.902]]
}

Entry 3:
{
  "formula": "C9H19KO7",
  "method": "ωB97M-V/def2-TZVPD",
  "e_tot_ha": -1480.42895,
  "charge": 0,
  "homo_lumo_gap_ev": 6.32,
  "species": ["K", "C", "O", "H", "H", "H", "C", "C", "O", "C", "O", "O", "C", "H", "H", "H", "H", "H", "H", "H", "H", "C", "C", "O", "C", "O", "O", "C", "H", "H", "H", "H", "H", "H", "H", "H"],
  "xyz": [[2.241, -0.421, -3.758], [1.076, 1.030, -2.251], [0.248, 0.594, -3.333], [0.497, 1.256, -1.355], [1.811, 0.252, -2.045], [1.526, 1.969, -2.575], [-0.299, -0.155, 0.764], [-0.779, 0.470, -0.545], [-2.160, 0.494, -0.580], [-2.779, 0.809, -1.759], [-2.180, 0.981, -2.840], [-4.110, 0.719, -1.621], [-4.765, 0.031, -0.563], [-0.678, 0.187, 1.727], [0.780, -0.007, 0.796], [-0.571, -1.205, 0.875], [-0.351, 0.147, -1.494], [-0.626, 1.531, -0.348], [-5.312, 0.718, 0.083], [-4.127, -0.459, 0.173], [-5.567, -0.644, -0.861], [3.065, -0.423, -0.711], [2.552, -1.453, 0.163], [1.344, -1.169, 0.918], [1.423, -0.432, 2.025], [2.370, 0.247, 2.408], [0.280, -0.567, 2.600], [-0.006, -0.072, 3.894], [3.729, -0.926, -1.415], [3.754, 0.301, -0.276], [2.249, 0.159, -1.140], [3.340, -1.884, 0.781], [2.220, -2.300, -0.437], [0.894, -0.234, 4.487], [-0.901, -0.547, 4.297], [-0.186, 1.003, 3.918]]
}

Entry 4:
{
  "formula": "C3H5NO3",
  "method": "ωB97M-V/def2-TZVPD",
  "e_tot_ha": -397.71881,
  "smiles": "O=CNCC(=O)O",
  "charge": 0,
  "relative_energy_kj_mol": 309.5,
  "homo_lumo_gap_ev": 10.18,
  "species": ["O", "C", "N", "C", "C", "O", "O", "H", "H", "H", "H", "H"],
  "xyz": [[1.511, -0.531, -1.537], [0.538, -1.251, -1.224], [-0.721, -0.752, -0.916], [-0.806, -0.292, 0.553], [-0.049, 1.109, 0.855], [-0.749, 2.137, 1.104], [1.316, 1.020, 0.919], [0.797, -2.039, -0.579], [-1.136, 0.122, -1.337], [-0.686, -1.039, 1.379], [-1.797, 0.167, 0.637], [1.781, 1.350, 0.147]]
}

Entry 5:
{
  "formula": "C4H12N2O",
  "method": "ωB97M-V/def2-TZVPD",
  "e_tot_ha": -344.22064,
  "smiles": "CN[C@H](C)N(C)O",
  "charge": 0,
  "relative_energy_kj_mol": 431.6,
  "homo_lumo_gap_ev": 9.09,
  "species": ["C", "N", "C", "C", "N", "C", "O", "H", "H", "H", "H", "H", "H", "H", "H", "H", "H", "H", "H"],
  "xyz": [[0.553, -0.010, 2.323], [1.241, 0.259, 1.075], [0.338, 0.430, -0.359], [-0.673, 1.531, -0.110], [-0.148, -0.876, -0.491], [-0.956, -0.626, -2.029], [0.933, -1.743, -0.827], [-0.247, 0.713, 2.506], [1.252, 0.086, 3.165], [0.125, -1.020, 2.375], [1.935, -0.465, 0.908], [1.114, 0.714, -1.072], [-1.518, 1.173, 0.481], [-0.196, 2.351, 0.433], [-1.062, 1.922, -1.054], [-0.454, 0.028, -2.744], [-0.972, -1.629, -2.454], [-1.968, -0.294, -1.803], [0.705, -2.541, -0.322]]
}

Entry 6:
{
  "formula": "C12H33B2Br6O7Zr",
  "method": "ωB97M-V/def2-TZVPD",
  "e_tot_ha": -16544.24964,
  "charge": 1,
  "homo_lumo_gap_ev": 7.74,
  "species": ["Zr", "C", "C", "O", "O", "H", "H", "H", "B", "H", "H", "H", "H", "B", "H", "H", "H", "H", "Br", "C", "C", "Br", "H", "H", "H", "H", "Br", "C", "C", "Br", "H", "H", "H", "H", "Br", "C", "C", "Br", "H", "H", "H", "H", "C", "C", "C", "O", "C", "O", "O", "H", "H", "H", "H", "H", "H", "O", "H", "H", "O", "H", "H"],
  "xyz": [[-2.173, 1.628, 0.761], [0.805, -1.257, -0.019], [-0.193, -0.130, 0.165], [-1.380, -0.255, -0.114], [0.071, 0.968, 0.649], [0.534, -2.251, 0.335], [1.669, -1.040, 0.611], [1.132, -1.353, -1.054], [-2.249, 0.953, 2.912], [-2.167, 0.155, 2.191], [-1.305, 1.475, 2.906], [-3.004, 1.678, 2.649], [-2.436, 0.511, 3.878], [-2.230, 2.396, -1.344], [-2.984, 1.674, -1.070], [-2.259, 2.715, -2.374], [-2.339, 3.203, -0.637], [-1.243, 2.023, -1.118], [0.501, -3.895, 5.137], [0.841, -1.923, 5.366], [0.278, -1.100, 4.184], [1.306, 0.580, 4.328], [1.929, -1.873, 5.416], [0.441, -1.607, 6.330], [-0.801, -0.959, 4.116], [0.516, -1.683, 3.295], [-0.391, -4.800, -0.959], [-2.163, -4.745, -1.785], [-2.402, -3.375, -2.306], [-4.350, -3.344, -2.755], [-2.901, -5.092, -1.062], [-2.242, -5.607, -2.449], [-1.734, -3.251, -3.158], [-2.132, -2.573, -1.618], [5.115, 1.218, 3.697], [4.306, 0.645, 1.954], [4.826, 1.339, 0.686], [4.374, 0.294, -0.971], [3.248, 0.774, 2.181], [4.420, -0.429, 1.809], [5.893, 1.549, 0.618], [4.414, 2.342, 0.577], [0.170, -0.423, -4.086], [1.429, 0.483, -3.708], [1.565, 1.773, -4.578], [1.470, 2.857, -3.666], [1.417, 2.405, -2.384], [1.414, 3.183, -1.436], [1.392, 1.049, -2.408], [-0.767, 0.117, -4.224], [-0.019, -1.154, -3.301], [0.510, -1.031, -4.924], [2.392, -0.027, -3.722], [0.730, 1.755, -5.278], [2.543, 1.721, -5.056], [-1.123, 3.470, 1.433], [-0.210, 3.732, 1.318], [-1.415, 3.952, 2.207], [-4.010, 0.382, 0.654], [-4.897, 0.742, 0.633], [-4.134, -0.564, 0.567]]
}

Entry 7:
{
  "formula": "C17H35BNO4P2Ti",
  "method": "ωB97M-V/def2-TZVPD",
  "e_tot_ha": -2581.40206,
  "charge": 1,
  "multiplicity": 3,
  "relative_energy_kj_mol": 93.1,
  "homo_lumo_gap_ev": [6.65, 8.63],
  "species": ["Ti", "P", "C", "C", "N", "C", "C", "C", "C", "C", "P", "H", "H", "H", "H", "H", "H", "H", "H", "O", "H", "H", "O", "H", "C", "H", "H", "H", "C", "H", "H", "H", "C", "H", "H", "H", "C", "H", "H", "H", "C", "C", "C", "O", "B", "O", "C", "C", "C", "H", "H", "H", "H", "H", "H", "H", "H", "H", "H", "H", "H"],
  "xyz": [[0.042, -0.893, -0.916], [-2.343, -0.128, -1.064], [-2.049, 0.070, -2.898], [-0.770, 0.800, -3.218], [0.308, 0.550, -2.402], [1.534, 0.996, -2.805], [1.723, 1.733, -3.970], [0.618, 1.999, -4.780], [-0.648, 1.553, -4.387], [2.729, 0.630, -1.965], [2.464, -0.848, -0.886], [-1.549, 1.734, -5.001], [2.740, 2.070, -4.245], [0.731, 2.562, -5.706], [3.616, 0.384, -2.566], [3.023, 1.441, -1.282], [-2.005, -0.983, -3.359], [-2.928, 0.596, -3.283], [-1.049, -2.541, -3.031], [-1.794, -2.319, -3.638], [-1.868, -2.544, -4.593], [-0.380, -0.900, 0.869], [-0.265, -2.523, -1.733], [0.068, -3.413, -1.633], [3.044, -2.197, -1.926], [4.058, -2.035, -2.288], [3.019, -3.135, -1.370], [2.393, -2.332, -2.800], [3.691, -0.748, 0.439], [3.713, -1.712, 0.974], [4.707, -0.513, 0.081], [3.380, 0.010, 1.185], [-3.216, 1.231, -0.309], [-4.198, 1.355, -0.757], [-3.307, 1.069, 0.764], [-2.640, 2.158, -0.416], [-3.473, -1.523, -0.980], [-3.666, -1.756, 0.073], [-4.408, -1.285, -1.492], [-3.042, -2.430, -1.416], [-1.929, 0.982, 3.969], [-0.598, 1.207, 3.268], [-0.126, 2.597, 3.640], [-0.816, 1.151, 1.858], [0.107, 0.163, 1.422], [1.211, -0.016, 2.272], [0.533, 0.104, 3.544], [1.598, 0.439, 4.583], [-0.079, -1.264, 3.925], [-1.776, 0.962, 5.047], [-2.434, 0.069, 3.652], [-2.583, 1.840, 3.757], [-0.853, 3.337, 3.289], [-0.018, 2.669, 4.721], [0.831, 2.848, 3.164], [1.182, 0.432, 5.605], [2.425, -0.292, 4.531], [2.022, 1.450, 4.410], [-0.900, -1.557, 3.256], [0.676, -2.064, 3.863], [-0.477, -1.242, 4.956]]
}

Entry 8:
{
  "formula": "C4H7N3O",
  "method": "ωB97M-V/def2-TZVPD",
  "e_tot_ha": -395.96987,
  "smiles": "[H]/N=C1\\NCCC=NO1",
  "charge": 0,
  "relative_energy_kj_mol": 468.8,
  "homo_lumo_gap_ev": 9.96,
  "species": ["H", "N", "C", "N", "C", "C", "C", "N", "O", "H", "H", "H", "H", "H", "H"],
  "xyz": [[-0.874, -3.347, 0.927], [-1.241, -2.439, 1.102], [-0.789, -1.353, 0.512], [0.246, -1.008, -0.465], [1.111, 0.169, -0.030], [0.631, 1.319, -0.681], [-0.855, 1.503, -0.438], [-1.639, 0.854, 0.278], [-1.194, -0.146, 1.137], [0.861, -1.959, -0.164], [0.980, 0.363, 1.164], [2.192, -0.078, -0.285], [0.997, 2.341, -0.334], [0.726, 1.426, -1.755], [-1.151, 2.355, -0.969]]
}

Entry 9:
{
  "formula": "C15H30O5",
  "method": "ωB97M-V/def2-TZVPD",
  "e_tot_ha": -964.79293,
  "charge": 0,
  "relative_energy_kj_mol": 2429.9,
  "homo_lumo_gap_ev": 6.62,
  "species": ["C", "C", "O", "C", "H", "H", "H", "H", "H", "H", "C", "C", "O", "C", "H", "H", "H", "H", "H", "H", "C", "C", "O", "C", "H", "H", "H", "H", "H", "H", "C", "C", "O", "C", "H", "H", "H", "H", "H", "H", "C", "C", "O", "C", "H", "H", "H", "H", "H", "H"],
  "xyz": [[0.357, -2.004, -1.699], [0.600, -1.379, -0.377], [-0.342, -1.070, 0.352], [2.036, -1.008, -0.076], [0.891, -2.949, -1.596], [0.754, -1.347, -2.473], [-0.694, -2.258, -1.832], [2.379, -0.967, 0.958], [2.252, 0.001, -0.428], [2.747, -1.618, -0.633], [-2.335, 0.545, 0.627], [-2.217, 1.247, -0.717], [-2.193, 2.468, -0.789], [-1.917, 0.402, -1.961], [-3.039, 1.129, 1.220], [-1.381, 0.423, 1.139], [-2.700, -0.478, 0.527], [-0.903, 0.016, -1.861], [-2.083, 0.963, -2.880], [-2.553, -0.481, -1.905], [0.752, 0.248, 2.257], [-0.016, 1.426, 1.747], [-0.740, 2.056, 2.511], [0.158, 1.742, 0.243], [1.785, 0.558, 2.101], [0.369, -0.629, 1.736], [0.565, 0.173, 3.328], [-0.690, 2.368, -0.035], [0.318, 0.907, -0.439], [1.059, 2.353, 0.191], [2.582, 1.102, -3.150], [2.087, 1.369, -1.760], [2.909, 1.342, -0.847], [0.671, 1.852, -1.500], [1.764, 0.841, -3.822], [3.319, 0.299, -3.113], [2.973, 1.996, -3.636], [0.355, 2.597, -2.230], [0.650, 2.423, -0.573], [-0.030, 1.017, -1.483], [-0.357, -1.547, 3.398], [-1.280, -1.178, 2.201], [-1.658, -0.025, 2.037], [-1.609, -2.287, 1.226], [-0.716, -2.486, 3.819], [-0.407, -0.812, 4.201], [0.663, -1.719, 3.054], [-0.827, -3.038, 1.114], [-1.761, -1.884, 0.225], [-2.545, -2.699, 1.604]]
}

Entry 10:
{
  "formula": "C2H6O",
  "method": "ωB97M-V/def2-TZVPD",
  "e_tot_ha": -154.99924,
  "smiles": "CCO",
  "charge": 0,
  "relative_energy_kj_mol": 69.8,
  "homo_lumo_gap_ev": 11.35,
  "species": ["C", "C", "O", "H", "H", "H", "H", "H", "H"],
  "xyz": [[0.941, -0.351, 0.218], [-0.220, 0.370, -0.359], [-1.511, -0.393, -0.016], [1.138, 0.118, 1.119], [0.769, -1.455, 0.454], [1.775, -0.320, -0.367], [-0.220, 0.570, -1.446], [-0.451, 1.228, 0.207], [-2.222, 0.233, 0.190]]
}

Entry 11:
{
  "formula": "C4H14N3",
  "method": "ωB97M-V/def2-TZVPD",
  "e_tot_ha": -324.72770,
  "charge": 1,
  "relative_energy_kj_mol": 360.1,
  "homo_lumo_gap_ev": 10.50,
  "species": ["C", "C", "C", "C", "N", "N", "N", "H", "H", "H", "H", "H", "H", "H", "H", "H", "H", "H", "H", "H", "H"],
  "xyz": [[1.237, -0.513, -1.357], [1.018, -0.813, 1.262], [-1.823, -1.077, -0.375], [0.730, 0.017, 0.004], [0.973, 1.503, 0.283], [-1.017, 0.144, -0.353], [-1.413, 1.254, 0.302], [0.452, -0.826, -1.993], [1.999, -1.278, -1.329], [1.942, 0.240, -1.924], [0.730, -0.169, 2.084], [0.442, -1.656, 1.407], [2.042, -1.052, 1.295], [-1.141, -1.825, -0.846], [-2.075, -1.362, 0.571], [-2.664, -0.909, -0.975], [0.994, 1.956, -0.664], [1.782, 1.755, 0.852], [-1.971, 1.919, -0.173], [-1.926, 0.983, 1.270], [-0.311, 1.710, 0.660]]
}